Below is a cluster of 2 separate species, C9H16N3 in total at a distorted geometry, with properties calculated with ωB97M-V/def2-TZVPD.

Output
**E_HOMO**: -11.81 eV
**Relative energy (zero: lowest compared OMol25 entry of this formula, charge and spin)**: 282.9 kJ/mol
**Energy**: -14055.1713 eV
**Kohn-Sham gap**: 7.53 eV
**Charge**: +1
**LUMO level**: -4.28 eV
**Multiplicity**: 1

CARTESIAN COORDINATES (ANGSTROEM)
C 0.22792 -0.53878 -2.64663
C -1.07255 0.07444 -2.73666
C 0.21713 -1.71565 -1.91262
C -2.06239 -0.24866 -1.89049
C 1.80049 1.08842 2.15411
C 0.79484 2.18966 2.01895
C 1.52111 0.39236 0.79826
C -0.43361 1.39510 1.59654
C -0.69123 -1.85748 -0.86217
N -1.74567 -1.00099 -0.81538
N -0.50530 -2.76234 0.14232
N 0.03753 0.53658 0.56383
H 0.94607 -0.35818 -3.40792
H -1.18852 0.85995 -3.46908
H 1.05100 -2.37684 -2.08570
H -3.04475 0.11809 -1.85592
H 2.81660 1.60173 2.14341
H 1.81422 0.32219 2.96730
H 0.51537 2.78458 2.86857
H 1.20496 2.86776 1.24387
H 2.15643 0.77894 -0.03184
H 1.55344 -0.71581 0.83929
H -0.97488 0.79717 2.49536
H -1.29409 2.01591 1.23972
H -2.47250 -1.17867 -0.11543
H 0.38737 -3.08118 0.35045
H -1.33277 -2.90336 0.71342
H -0.22622 0.91507 -0.30555



Below is a cluster of 2 separate species, C9H16N3O2 in total at a distorted geometry, with properties calculated with ωB97M-V/def2-TZVPD.

Output
**E_HOMO**: -13.34 eV
**Relative energy (zero: lowest compared OMol25 entry of this formula, charge and spin)**: 449.4 kJ/mol
**Energy**: -18147.5208 eV
**Kohn-Sham gap**: 9.02 eV
**Charge**: +1
**LUMO level**: -4.32 eV
**Multiplicity**: 1

CARTESIAN COORDINATES (ANGSTROEM)
C 3.71508 0.20687 0.12603
C -3.13962 -0.96966 0.06798
C -2.04139 -1.77795 -0.55514
C -2.74381 0.49114 0.28933
C -0.89463 -1.84107 0.42923
C -1.34100 0.58411 1.04125
C -0.80100 -0.76420 1.46202
C 3.87197 0.20732 -1.33297
C -0.22082 2.30837 -0.63969
N 0.39726 0.14728 -0.34598
N -0.33734 1.08710 0.07717
N 0.24378 -0.94999 0.34057
O 4.83002 0.06225 0.85292
O 2.61276 0.18074 0.66204
H -3.96031 -0.93827 -0.63522
H -3.28833 -1.33270 1.10871
H -2.45228 -2.94926 -0.69862
H -1.89524 -1.38494 -1.51267
H -2.66562 0.98209 -0.62392
H -3.50202 1.02611 0.83530
H -0.49196 -2.87544 0.61312
H 4.65104 0.06961 1.82075
H -1.39662 1.23235 1.92556
H -0.47521 -1.04618 2.38302
H 4.85759 0.47942 -1.61687
H 3.09065 0.79130 -1.89430
H 3.63737 -0.81290 -1.73612
H -1.09384 2.75793 -1.09084
H 0.33786 2.91019 0.10564
H 0.49565 2.11836 -1.45830



Below is the ion C9H16N3O2 with charge +1 at a distorted geometry, with properties calculated with ωB97M-V/def2-TZVPD.

Output
**E_HOMO**: -12.91 eV
**Relative energy (zero: lowest compared OMol25 entry of this formula, charge and spin)**: 388.7 kJ/mol
**Energy**: -18148.1497 eV
**Structure (SMILES)**: C[N@H+]1C[C@H]2COC(=O)N3C[C@]1(N)[C@@]23C
**Kohn-Sham gap**: 9.90 eV
**Charge**: +1
**LUMO level**: -3.01 eV
**Multiplicity**: 1

CARTESIAN COORDINATES (ANGSTROEM)
C 0.37136 -1.02611 2.36172
N -0.29962 -0.78104 1.03208
C -1.07259 0.44585 1.19361
C -1.17283 1.01107 -0.25367
C -1.18119 2.47595 -0.22344
O 0.02722 3.01598 0.42085
C 1.09653 2.29495 0.55272
O 1.90029 2.72213 1.38663
N 1.29423 1.20307 -0.24710
C 2.12512 -0.01707 -0.12180
C 0.49359 -0.80654 -0.28179
N 0.29250 -2.13365 -0.86205
C 0.11101 0.51651 -0.92893
C 0.12658 0.48245 -2.41790
H -0.17090 -1.16601 3.37763
H 1.11476 -1.94281 2.32127
H 1.08656 -0.15517 2.47633
H -0.81745 -1.70767 0.84593
H -0.57745 1.26168 1.73994
H -2.19539 0.32560 1.58449
H -2.10380 0.46755 -0.77849
H -1.24563 2.99683 -1.24208
H -2.03350 2.95083 0.44211
H 2.93833 0.01209 0.64933
H 2.42142 -0.28821 -1.17050
H 0.73316 -2.87015 -0.40328
H 0.10806 -2.15247 -1.85673
H 1.10606 0.04247 -2.75974
H 0.23750 1.57204 -2.70114
H -0.78709 -0.06590 -2.88313



Below is a cluster of 2 separate species, C9H16NO in total at a distorted geometry, with properties calculated with ωB97M-V/def2-TZVPD.

Output
**E_HOMO**: -11.87 eV
**Relative energy (zero: lowest compared OMol25 entry of this formula, charge and spin)**: 84.0 kJ/mol
**Energy**: -13122.9859 eV
**Kohn-Sham gap**: 8.30 eV
**Charge**: +1
**LUMO level**: -3.56 eV
**Multiplicity**: 1

CARTESIAN COORDINATES (ANGSTROEM)
C 1.38890 -1.10281 0.32349
C 1.79903 -1.34400 1.75563
N 1.36703 -2.44647 -0.41738
H 0.52705 -0.49161 0.08077
H 2.15801 -0.53966 -0.19370
H 1.27448 -2.13605 2.25642
H 1.73505 -0.39811 2.29317
H 2.32362 -2.68847 -0.49967
H 0.73856 -3.15653 -0.05213
H 1.07318 -2.24312 -1.37828
H 2.87837 -1.51572 1.82230
C -3.15733 -0.17416 -0.02625
C 0.44295 2.06240 -0.61627
C -0.18217 1.47772 -1.70733
C -0.11024 1.94691 0.64780
C -1.33944 0.71934 -1.51281
C -1.42288 1.46703 0.77475
C -1.96584 0.72874 -0.26416
O 1.82277 2.31202 -0.59727
H 2.06420 3.12795 -1.06160
H 0.22487 1.62857 -2.70020
H 0.36644 2.22696 1.56555
H -1.81589 0.34759 -2.40815
H -1.88522 1.47819 1.74906
H -3.73456 -0.24290 -0.92498
H -3.78583 0.11387 0.81394
H -2.78510 -1.15766 0.27727



Below is a structure of composition C9H16NO6S4W at a distorted geometry, with properties calculated with ωB97M-V/def2-TZVPD.

Output
**E_HOMO**: -11.91 eV
**Energy**: -68530.6800 eV
**Kohn-Sham gap**: 6.67 eV
**Charge**: +1
**LUMO level**: -5.24 eV
**Multiplicity**: 1

CARTESIAN COORDINATES (ANGSTROEM)
W -0.04862 0.16821 -0.17392
O -2.29161 0.08996 0.60128
C -2.62684 -0.15199 1.97826
C -1.40017 -0.80504 2.57804
N -0.17246 -0.06422 2.18194
C -0.17107 1.30285 2.74278
C -0.85569 2.23109 1.74627
O -1.60462 3.11818 1.98789
O -0.45291 1.90964 0.49634
C 1.02885 -0.82609 2.56908
C 2.17146 -0.60312 1.58782
O 3.30067 -0.87102 1.82407
O 1.78203 -0.08245 0.39142
H -3.00529 0.46491 0.07260
H -3.47998 -0.82676 2.04271
H -2.88084 0.78968 2.46849
H -1.30116 -1.81600 2.19220
H -1.47566 -0.84150 3.66741
H 0.85717 1.65793 2.84209
H -0.65034 1.34437 3.72120
H 0.80337 -1.89277 2.54343
H 1.37070 -0.58351 3.57589
S -1.51068 0.00435 -2.04573
S -0.72592 0.62981 -3.84716
S 0.31975 2.20656 -3.08363
S 1.42911 1.07539 -1.76867
C -0.17243 -4.02114 0.12745
C -0.20130 -2.82875 -0.80540
C 1.03649 -2.70286 -1.66545
O -0.37312 -1.64332 0.03905
H -0.13292 -4.94777 -0.44392
H -1.06513 -4.04930 0.75146
H 0.71749 -3.98388 0.75825
H -1.10788 -2.82220 -1.42095
H 1.93542 -2.60728 -1.05286
H 0.97060 -1.85285 -2.34699
H 1.13463 -3.60632 -2.26813



Below is an isolated molecule of C9H16Si at a distorted geometry, with properties calculated with ωB97M-V/def2-TZVPD.

Output
**E_HOMO**: -8.45 eV
**Relative energy (zero: lowest compared OMol25 entry of this formula, charge and spin)**: 84.5 kJ/mol
**Energy**: -17467.9980 eV
**Structure (SMILES)**: CC1=C([SiH](C)C)CCC=C1
**Kohn-Sham gap**: 9.42 eV
**LUMO level**: 0.96 eV
**Multiplicity**: 1

CARTESIAN COORDINATES (ANGSTROEM)
C -1.01366 -1.47273 -2.04722
C -0.40326 -1.41801 -0.64528
C -0.12761 -0.38559 0.17304
Si -0.72051 1.31712 -0.37953
C 0.81650 2.40800 -0.44331
C -1.76339 1.90951 1.02414
C 0.68968 -0.63416 1.43935
C 1.87023 -1.50316 1.00768
C 1.35578 -2.80191 0.48041
C 0.30031 -2.73017 -0.31531
H -0.33758 -1.84127 -2.87104
H -1.35159 -0.52653 -2.29341
H -2.03623 -2.12973 -2.01804
H -1.34738 1.28035 -1.81696
H 0.75885 3.42162 -0.94905
H 1.18325 2.76316 0.54640
H 1.64526 1.98299 -1.03196
H -2.67720 1.40497 1.21426
H -1.32144 1.86100 2.07417
H -2.11822 2.96753 1.17249
H 0.01979 -1.04979 2.10112
H 0.85933 0.35459 1.80714
H 2.64407 -1.75709 1.88111
H 2.29163 -0.93649 0.13469
H 1.78142 -3.79826 0.46442
H -0.10940 -3.67343 -0.88219



Below is a structure of composition C9H17BN4O7P2Se2SiV at a distorted geometry, with properties calculated with ωB97M-V/def2-TZVPD.

Output
**E_HOMO (alpha / beta)**: -12.41 / -12.41 eV
**Energy**: -213413.8690 eV
**Kohn-Sham gap (alpha / beta)**: 6.59 / 6.60 eV
**Charge**: +1
**LUMO level (alpha / beta)**: -5.82 / -5.81 eV
**Multiplicity**: 1

CARTESIAN COORDINATES (ANGSTROEM)
V -0.09369 -0.19606 0.04387
O 3.94706 0.88532 0.00365
P 2.61329 0.39716 -0.65779
O 2.70843 -0.69979 -1.61423
O 1.63580 0.18093 0.56140
O 1.98558 1.76621 -1.31603
P 0.39221 1.96112 -1.27859
O 0.08838 2.98834 -2.39564
O -0.14261 0.51543 -1.62866
O -0.12812 2.25299 0.07524
H 4.71866 0.78005 -0.57175
H 0.45390 2.81472 -3.27605
Se 1.74974 -3.03560 3.93679
N 1.27009 -1.79874 5.09492
C 0.60370 -0.88486 4.41724
C 0.04397 0.29634 4.98834
C -0.62570 1.13067 4.16074
C -0.73360 0.82421 2.77386
N -0.24267 -0.24767 2.20238
C 0.44275 -1.13795 3.00747
N 0.96822 -2.25105 2.55154
H 0.16526 0.49074 6.04512
H -1.07828 2.04445 4.51613
H -1.24493 1.52186 2.12352
B -4.63230 0.21121 0.41231
C -3.10740 0.04275 0.34926
N -1.95086 -0.10087 0.29256
H -5.04182 -0.85442 0.81921
H -4.84715 1.11226 1.18788
H -4.98324 0.44720 -0.71827
C 1.86754 -5.01624 -0.19175
Si 0.07174 -4.72562 -0.45773
C -0.57248 -5.02000 -2.15474
C -1.06126 -5.06920 0.95069
Se 0.01135 -2.25688 -0.43848
H 2.07342 -6.09033 -0.20056
H 2.19068 -4.60808 0.76599
H 2.45482 -4.54761 -0.98247
H -0.65425 -6.09510 -2.33746
H 0.10072 -4.59899 -2.90247
H -1.56045 -4.57698 -2.28335
H -1.17324 -6.14979 1.07738
H -2.04935 -4.64440 0.77040
H -0.66344 -4.65088 1.87622



> Look up the energy of the fifth one.

-68530.6800 eV